Computed, not measured: a 2-piece molecular cluster, C5H9NSi overall, with the ωB97M-V functional and the def2-TZVPD basis.

Structure (XYZ):
```
16
Properties=species:S:1:pos:R:3:forces:R:3:nbo_charge:R:1
Si 1.7906 -1.4457 -1.1108 -2.7745 -0.9069 1.6247 0.88
N -1.0007 1.1965 -0.0586 1.6467 -3.4769 -4.3057 -0.59
C 0.0318 1.4259 1.8046 2.2834 0.3498 3.4092 -0.41
C -0.9138 2.4808 1.6863 0.9935 -0.9326 -1.7198 -0.32
C 0.4250 -2.8101 -1.0008 0.1858 1.4110 -0.7802 -1.09
C 0.0064 0.6617 0.6960 -0.3605 -0.0959 -0.0639 0.17
C -1.4125 2.3573 0.4223 -3.9101 2.2578 -0.2378 -0.07
H 0.7431 1.3950 2.6865 -0.9848 -0.3411 -1.3518 0.22
H -0.5778 -2.4231 -1.1082 -0.2798 0.3048 -0.6326 0.23
H -0.9900 3.3106 2.2942 -0.3275 1.3503 1.3011 0.22
H 2.9033 -2.3712 -1.0403 1.1516 0.4415 -0.2673 -0.16
H 0.2907 -3.4277 -0.1623 0.6348 -0.5863 1.6441 0.24
H 0.6779 -3.5042 -1.7905 -0.1723 -0.1461 -0.6136 0.23
H -2.2792 2.9188 -0.1023 1.8211 -0.9624 1.0039 0.21
H 1.3999 -0.5487 -2.1957 0.5311 0.0850 -0.4730 -0.17
H -1.0946 0.7839 -1.0204 -0.4386 1.2480 1.4628 0.41
```
Positions in Å, forces in eV/Å.

Properties
Highest occupied orbital energy (spin up / spin down)   -8.30 / -7.81 eV
Calculated total energy   -14692.952 eV
Frontier orbital gap (spin up / spin down)   7.43 / 6.66 eV
LUMO energy (spin up / spin down)   -0.0319 / -0.0421 hartree
Energy above the lowest of the compared OMol25 structures with the same formula, charge and spin   478.6 kJ/mol

***

Computed, not measured: one molecule with the formula C10H8Cl2N2, with the ωB97M-V functional and the def2-TZVPD basis.

Structure (XYZ):
```
22
Properties=species:S:1:pos:R:3:forces:R:3:nbo_charge:R:1
Cl 0.7552 -0.7307 -2.3167 -0.2317 -0.1615 0.2462 -0.04
Cl 1.1026 -2.3692 0.1021 -0.2784 0.6694 -0.1794 -0.03
N 1.8811 0.6541 1.3223 0.6690 0.2098 -0.5043 -0.44
N 3.7339 1.2787 0.2575 1.4317 0.7968 2.0976 -0.53
C -3.1045 -1.4283 -0.3012 0.9928 -3.8136 -0.2517 -0.19
C 2.9906 0.6502 -0.6655 0.2546 0.0889 -0.9196 -0.09
C -1.4560 0.7384 0.2180 -0.8480 -2.8807 -0.9745 -0.18
C -1.7356 -1.5907 -0.4437 -0.9969 1.6714 0.5933 -0.19
C 1.8469 0.3158 -0.0087 -3.9192 -2.6747 -0.2437 0.08
C 3.0430 1.2320 1.4958 -1.0965 -1.6795 -6.0792 0.17
C 0.5529 -0.7359 -0.5137 3.1889 2.0543 0.4886 0.01
C -2.8371 0.7672 0.3370 2.1012 3.3310 0.7197 -0.20
C -3.6232 -0.2638 0.1128 -3.8101 -1.2914 -0.4853 -0.21
C -0.9258 -0.4715 -0.1825 1.5653 -1.4364 -0.5290 -0.09
H 3.4974 0.5680 -1.6310 -1.1391 -0.3541 0.1430 0.24
H -1.3425 -2.5275 -0.7275 0.4967 -0.7110 -0.2803 0.23
H -4.7271 -0.2929 0.1321 0.6419 0.8227 0.4319 0.22
H -0.8486 1.5639 0.2829 1.1597 1.8598 0.5157 0.22
H -3.7462 -2.3413 -0.3791 0.5059 1.0012 -0.2692 0.21
H -3.1877 1.7252 0.5920 -0.9821 0.9827 0.3951 0.21
H 3.4410 1.6244 2.2950 1.7875 1.9545 4.2504 0.18
H 4.6898 1.6340 0.0221 -1.4929 -0.4396 0.8346 0.42
```
Positions in Å, forces in eV/Å.

Properties
Highest occupied orbital energy   -9.06 eV
Calculated total energy   -38523.279 eV
Frontier orbital gap   9.69 eV
LUMO energy   0.0229 hartree
Energy above the lowest of the compared OMol25 structures with the same formula, charge and spin   64.0 kJ/mol

***

Computed, not measured: one molecule with the formula C5H7NO, with the ωB97M-V functional and the def2-TZVPD basis.

Structure (XYZ):
```
14
Properties=species:S:1:pos:R:3:forces:R:3:nbo_charge:R:1
O -1.5069 -1.4981 0.5504 -0.2367 0.4395 -0.4094 -0.67
N 0.8203 -0.0342 -0.1123 0.2965 -0.7954 -0.0689 -0.23
C 0.0068 0.7833 -1.0408 -0.0351 0.0759 -0.2686 -0.21
C 1.2232 -1.2405 -0.2555 0.0151 0.5212 0.0239 0.04
C -0.9458 0.8612 0.1413 -0.3133 0.2038 0.0264 -0.40
C -1.8809 -0.5678 -0.1309 0.3041 -0.3729 0.4411 0.23
C 0.1826 0.5383 1.0997 0.0086 -0.0646 0.2152 -0.23
H 0.5597 1.6688 -1.3723 -0.0912 -0.0925 0.0751 0.20
H -1.6394 1.6851 0.2840 0.1223 -0.1079 -0.0321 0.23
H -0.3830 0.2085 -1.8998 0.0855 0.0582 0.1053 0.20
H 1.4726 -1.8240 0.6219 -0.0616 0.0594 -0.0370 0.22
H -0.0735 -0.2556 1.8198 0.0764 0.0977 -0.0678 0.21
H 0.8068 1.3187 1.5478 -0.1019 -0.0576 -0.0860 0.20
H 1.3577 -1.6437 -1.2532 -0.0687 0.0353 0.0827 0.21
```
Positions in Å, forces in eV/Å.

Properties
Highest occupied orbital energy (spin up / spin down)   -6.09 / -6.09 eV
Calculated total energy   -8831.001 eV
Frontier orbital gap (spin up / spin down)   5.75 / 5.75 eV
LUMO energy (spin up / spin down)   -0.0124 / -0.0124 hartree
Energy above the lowest of the compared OMol25 structures with the same formula, charge and spin   501.9 kJ/mol

***

Computed, not measured: C17H41B3O9S3 as an isolated structure, with the ωB97M-V functional and the def2-TZVPD basis.

Structure (XYZ):
```
73
Properties=species:S:1:pos:R:3:forces:R:3:lowdin_charge:R:1
S 6.3260 -1.1181 5.1557 0.0024 -0.0879 0.0589 0.80
S 3.0009 -0.2209 -4.5847 -0.0899 -0.0664 0.0488 0.79
S -7.5301 -4.1085 -2.9185 -0.0924 -0.0556 0.0084 0.81
O -6.2923 0.7130 1.2239 -0.2004 0.7691 -0.1739 -0.03
O 6.7638 -0.2115 4.0647 -0.0412 0.0734 0.0029 -0.55
O -5.2835 -1.1908 1.6470 2.0684 -2.6349 3.1668 0.17
O 0.7938 2.9973 0.0325 0.2791 -0.7703 0.5380 0.32
O -0.4843 1.5667 1.5406 1.1046 0.1084 0.1754 0.27
O 0.7956 0.6213 -0.1745 0.9110 0.2150 0.7725 0.26
O 3.7469 2.5187 -0.2906 0.0686 -0.0108 -0.4030 -0.14
O -6.8508 -2.7895 -2.8391 0.0414 -0.0725 -0.1054 -0.55
O 3.4799 1.1831 -4.5269 0.0660 0.0013 -0.0375 -0.55
C -1.0205 4.0511 1.4929 0.0595 -0.8459 0.2163 -0.06
C -6.3670 -5.3412 -2.3164 0.1001 -0.0732 -0.0059 -0.27
C -6.1488 -0.9894 -0.5265 -0.1201 0.3712 0.6629 0.01
C 4.9120 1.7390 -0.0442 -0.3917 0.3525 0.3959 -0.22
C -5.4414 1.7729 0.7232 0.1666 -1.0237 0.5424 -0.17
C -7.4798 -4.6303 -4.6390 0.0538 -0.0538 -0.1068 -0.27
C -2.3916 3.6226 2.0266 -0.0377 1.1331 -0.3377 -0.22
C -4.1548 1.8632 1.5192 0.4133 1.0332 -0.8269 -0.16
C -5.8427 -0.5373 0.8796 -1.6494 2.0055 -2.8391 -0.58
C -3.3232 3.0520 0.9599 -0.2777 -0.9939 0.3939 -0.19
C 2.8169 1.8402 -1.1575 -0.4642 0.5102 0.3529 -0.06
C 5.4663 -0.5255 0.9997 -0.1453 -0.2385 -0.0383 -0.10
C 4.3518 -1.2695 -4.0258 0.1116 -0.0590 -0.0143 -0.27
C 4.6564 0.7551 1.0952 0.1691 -0.1907 -0.0838 -0.21
C 3.0676 -0.7356 -6.3070 0.0574 -0.0508 -0.1096 -0.27
C 4.5365 -1.2682 5.0357 -0.1127 0.0426 0.0207 -0.27
C 6.3279 -0.1591 6.6773 -0.0500 0.0805 0.0912 -0.27
B 1.4142 1.8563 -0.4216 0.2306 -0.2985 -1.2164 -0.48
B -0.1853 2.8047 0.9966 -1.2405 1.5482 -0.0716 -0.52
B 0.4724 0.6454 1.1677 -0.8483 -0.6400 -0.3555 -0.33
H -5.9842 2.7079 0.7791 -0.3296 0.0101 0.0205 0.13
H 2.8395 -1.7995 -6.3765 -0.0215 0.0090 0.0263 0.05
H -2.8694 4.5213 2.4189 -0.1459 0.0352 0.1874 0.11
H 1.0569 -0.0319 1.9501 -0.2436 -0.1974 0.0852 0.12
H -1.1137 4.8159 0.7250 0.0386 0.0439 -0.1356 0.11
H 2.3220 -0.1669 -6.8587 -0.0155 0.0292 0.0685 0.05
H 7.3597 0.0859 6.9210 0.0151 -0.0409 -0.0611 0.05
H -7.8590 -5.6492 -4.7200 -0.0214 0.0127 0.0253 0.05
H -5.5507 -0.4259 -1.2311 0.0302 0.0898 -0.2826 0.08
H -6.2164 -5.1729 -1.2517 -0.0516 0.0495 -0.0089 0.05
H 3.1324 0.8104 -1.2960 -0.0165 -0.2385 -0.1356 0.11
H -8.1143 -3.9593 -5.2144 -0.0147 0.0295 0.0670 0.05
H 5.7572 0.7587 6.5343 0.0048 -0.0159 -0.0637 0.06
H 5.6738 2.4533 0.2517 0.2437 0.0548 -0.0383 0.12
H 4.0815 -2.3160 -4.1690 -0.0327 0.0124 0.0141 0.05
H -4.0006 3.8135 0.5823 -0.0266 0.2768 -0.0260 0.11
H 6.5308 -0.3568 0.8635 0.1126 0.1200 -0.0874 0.08
H 5.2411 1.2505 -0.9633 0.0070 -0.1510 -0.0825 0.12
H 2.7768 2.3172 -2.1393 0.2260 0.0395 -0.0800 0.11
H 4.1612 -1.8272 5.8932 0.0261 -0.0172 -0.0067 0.05
H -5.9012 -2.0350 -0.5964 -0.0292 -0.1978 -0.2039 0.06
H -0.4544 4.5005 2.3130 0.1242 0.1565 0.0367 0.12
H -5.2087 1.5378 -0.3142 0.0186 0.3150 -0.2658 0.12
H -2.7936 2.6621 0.0881 0.2780 0.1826 -0.0422 0.12
H 5.3711 -1.1243 1.8972 -0.0077 -0.0218 0.2626 0.04
H -7.1995 -0.8081 -0.7214 -0.1049 -0.0672 -0.2703 0.09
H -6.4562 -4.5752 -5.0102 0.0100 0.0342 0.0544 0.06
H -3.5462 0.9780 1.3764 -0.0539 -0.3609 0.2532 0.11
H 4.5135 -1.0775 -2.9665 -0.0567 0.0431 -0.0091 0.04
H 5.8950 -0.7543 7.4817 0.0163 -0.0246 -0.0173 0.05
H 4.0854 -0.2760 5.0021 0.0598 0.0182 -0.0149 0.06
H 4.8484 1.2490 2.0447 0.0086 0.0811 0.1132 0.11
H 5.0874 -1.1439 0.1858 0.1362 0.0062 -0.2446 0.07
H -2.2970 2.9659 2.8818 0.1763 -0.4126 -0.0051 0.11
H -4.3187 2.0167 2.5805 -0.3422 -0.1184 0.1273 0.12
H -5.4173 -5.2384 -2.8418 -0.0253 0.0571 -0.0188 0.06
H 4.3021 -1.8075 4.1200 0.0662 -0.0068 -0.0028 0.04
H 3.5980 0.4946 1.0842 -0.1464 -0.0226 -0.0138 0.10
H -6.7818 -6.3373 -2.4722 -0.0297 0.0171 0.0106 0.05
H 4.0586 -0.5321 -6.7135 0.0064 0.0371 0.0543 0.06
H 5.2576 -1.0313 -4.5840 -0.0309 0.0557 -0.0120 0.06
```
Positions in Å, forces in eV/Å.

Properties
Highest occupied orbital energy   -9.00 eV
Calculated total energy   -71259.970 eV
Frontier orbital gap   9.51 eV
LUMO energy   0.0188 hartree

***

Computed, not measured: a 2-piece molecular cluster, C3H9N3O overall, with the ωB97M-V functional and the def2-TZVPD basis.

Structure (XYZ):
```
16
Properties=species:S:1:pos:R:3:forces:R:3:nbo_charge:R:1
O 2.0288 0.4982 0.3600 -0.8806 -0.5046 -0.7041 -0.53
N -1.0798 -1.6197 -0.1435 0.1627 0.1422 0.2389 -0.64
N 0.9775 1.0971 0.9912 0.0224 0.0528 0.2058 -0.29
N -0.0174 -0.7860 0.2522 -0.1875 0.2918 0.3671 -0.37
C 1.2950 -0.3125 -1.4203 0.6413 0.5621 0.1741 -0.27
C -0.2513 0.4984 0.7956 -0.0212 -0.2965 -0.6691 0.30
C -1.4722 1.0665 0.8932 0.2280 -0.0764 0.1143 -0.67
H 1.1482 0.6991 -1.7728 0.1881 0.0296 0.0489 0.20
H 0.9741 2.1112 0.9223 -0.0152 -0.1725 -0.0877 0.36
H 0.7567 -1.2789 0.6827 -0.1760 -0.0264 -0.0525 0.42
H -1.6370 -1.1006 -0.8185 0.0901 0.0350 0.0462 0.36
H -1.6843 -1.7951 0.6579 -0.0022 0.0128 -0.0598 0.35
H 0.5963 -0.9982 -1.8890 -0.1793 -0.1536 0.4468 0.17
H -2.3783 0.4887 0.8125 0.0220 -0.0625 0.0029 0.20
H -1.5646 2.1163 1.1254 0.0272 0.0178 0.0371 0.21
H 2.3083 -0.6847 -1.4488 0.0801 0.1485 -0.1091 0.20
```
Positions in Å, forces in eV/Å.

Properties
Highest occupied orbital energy   -7.09 eV
Calculated total energy   -9768.304 eV
Frontier orbital gap   7.35 eV
LUMO energy   0.0095 hartree
Energy above the lowest of the compared OMol25 structures with the same formula, charge and spin   698.1 kJ/mol

***

Computed, not measured: a 2-piece molecular cluster, C3H9NO2 overall, with the ωB97M-V functional and the def2-TZVPD basis.

Structure (XYZ):
```
15
Properties=species:S:1:pos:R:3:forces:R:3:nbo_charge:R:1
O 0.9528 -0.0323 0.8223 -0.0233 0.1578 -0.2012 -0.54
O 3.1010 -1.9198 -0.0447 0.3128 -0.0113 -0.2915 -0.95
N -1.5456 1.4362 -1.2346 0.0262 -0.3202 0.4177 -0.82
C 0.3666 0.4949 -0.0892 -0.2247 0.0195 0.0301 0.45
C -1.1066 0.3008 -0.3933 -0.1432 0.5046 -0.5219 -0.17
C -1.9746 0.0324 0.8227 0.8348 -0.9604 0.3468 -0.63
H -1.6663 2.2562 -0.6465 -0.0387 0.0106 -0.0787 0.35
H -2.0889 0.9284 1.4166 -0.3763 0.2872 0.0241 0.21
H 0.8600 1.1639 -0.8263 0.1421 -0.1315 0.1600 0.12
H -1.5046 -0.7029 1.4847 0.2495 0.1231 -0.0974 0.23
H -2.4636 1.2108 -1.6010 0.0306 0.1456 -0.0949 0.36
H 2.4585 -2.4355 0.4443 -0.1502 0.0680 0.1309 0.47
H 2.8206 -1.0033 0.0474 -0.1424 -0.0887 0.2108 0.48
H -2.9034 -0.4500 0.5536 -0.5038 0.4175 -0.1773 0.22
H -1.1111 -0.5533 -1.0792 0.0069 -0.2219 0.1425 0.22
```
Positions in Å, forces in eV/Å.

Properties
Highest occupied orbital energy   -10.16 eV
Calculated total energy   -8841.604 eV
Frontier orbital gap   10.70 eV
LUMO energy   0.0199 hartree
Energy above the lowest of the compared OMol25 structures with the same formula, charge and spin   130.4 kJ/mol